A structure of composition C27H33IN2O4PS2, computed with ωB97M-V/def2-TZVPD.

Element x y z (Å)
N -0.51036 0.60574 0.23885
P 0.56811 -0.52522 0.16257
S -0.17709 -2.41882 0.92812
O 0.68267 -3.46194 0.46744
O -0.12409 -2.20866 2.33799
N -1.69251 -2.49462 0.50529
S -1.87609 -2.82270 -1.06317
O -1.23350 -1.85109 -1.90939
O -1.58842 -4.16094 -1.44817
C -3.63667 -2.58623 -1.17422
C -3.97812 -1.12982 -0.83986
C -4.31886 -0.89211 0.60647
I -6.22462 -1.73286 1.12490
H -1.38758 0.25123 0.60411
H 1.66837 -0.17186 0.96679
H 1.08798 -0.74637 -1.12812
H -3.93967 -2.86552 -2.16937
H -4.04692 -3.24566 -0.42143
H -4.81264 -0.79176 -1.44249
H -3.12411 -0.50781 -1.09521
H -3.57400 -1.27241 1.28467
H -4.40368 0.17007 0.77481
C -5.95875 -5.11139 3.05708
C -7.34083 -5.22190 3.04463
C -7.95470 -6.34254 3.58609
C -7.18458 -7.35094 4.14746
C -5.80142 -7.23960 4.16246
C -5.18831 -6.12176 3.61452
H -5.48505 -4.23658 2.63093
H -7.94068 -4.43160 2.61060
H -9.03382 -6.43020 3.57069
H -7.66276 -8.22415 4.57318
H -5.20016 -8.02570 4.60105
H -4.10965 -6.03623 3.62074
C 5.93757 -2.45745 2.32379
C 6.36268 -1.39081 1.54463
C 5.54150 -0.89606 0.54189
C 4.29411 -1.46541 0.32573
C 3.86408 -2.53053 1.10544
C 4.69092 -3.02695 2.10292
H 6.57879 -2.84503 3.10568
H 7.33367 -0.94444 1.71918
H 5.87282 -0.06573 -0.07009
H 3.65273 -1.07541 -0.45572
H 2.88840 -2.97221 0.93763
H 4.35951 -3.85904 2.71005
C 5.34954 4.02317 -3.09414
C 5.52707 2.65496 -3.24072
C 4.77870 1.77231 -2.47488
C 3.84829 2.25838 -1.56787
C 3.66837 3.62540 -1.42253
C 4.42143 4.50808 -2.18330
H 5.93441 4.71210 -3.69040
H 6.24869 2.27577 -3.95284
H 4.91960 0.70450 -2.58558
H 3.26092 1.57073 -0.97277
H 2.94027 4.00242 -0.71600
H 4.28375 5.57545 -2.06650
C -0.20388 6.99014 -2.07065
C -0.50729 8.33465 -1.91190
C 0.44267 9.30131 -2.20900
C 1.69444 8.92328 -2.67228
C 1.99662 7.57871 -2.83361
C 1.04922 6.61144 -2.52972
H -0.94322 6.23580 -1.83631
H -1.48572 8.62931 -1.55528
H 0.20729 10.34994 -2.07951
H 2.43486 9.67708 -2.90769
H 2.97258 7.28383 -3.19681
H 1.28708 5.56229 -2.65080

Energy = -2894.5491 hartree
HOMO level = -0.21383 Eh
Total charge = -1
Kohn-Sham gap = 8.05 eV

***

A structure of composition C39H43F15GeNO6P2S2Tl, computed with ωB97M-V/def2-TZVPD.

Element x y z (Å)
Tl -0.61974 0.35156 0.47101
C 4.82194 -4.15289 0.55343
C 3.54333 -3.38683 0.31410
C 2.64482 -3.97841 -0.74983
O 3.91397 -2.05176 -0.14128
P 3.27501 -0.81462 0.59080
O 1.83159 -0.90045 0.88127
C 3.72310 0.52717 -0.52420
P 2.50635 0.81791 -1.83311
O 1.21938 1.32769 -1.33063
O 3.12179 1.86698 -2.83550
C 4.42072 1.98211 -3.47084
C 5.34475 2.78245 -2.57182
C 5.01160 0.65523 -3.90891
O 2.48254 -0.58985 -2.53323
C 1.48647 -1.05246 -3.49173
C 0.11019 -1.06664 -2.86406
C 1.54317 -0.23039 -4.76053
O 4.17400 -0.64918 1.88357
C 3.71764 -0.03572 3.11971
C 2.80752 -0.99193 3.86223
C 3.08966 1.31993 2.87016
H 4.59185 -5.14747 0.93382
H 5.44795 -3.63668 1.27945
H 5.38080 -4.25719 -0.37681
H 2.98145 -3.28438 1.24749
H 3.15272 -3.96698 -1.71419
H 1.72438 -3.40031 -0.82856
H 2.39088 -5.00862 -0.49871
H 4.70080 0.29134 -0.93974
H 3.79319 1.45120 0.05128
H 4.19455 2.57360 -4.36080
H 5.68683 2.19385 -1.72101
H 4.83728 3.67131 -2.20259
H 6.22320 3.09597 -3.13641
H 5.13840 -0.04006 -3.08084
H 5.99470 0.84425 -4.34008
H 4.39779 0.16875 -4.66314
H 1.81850 -2.07464 -3.68992
H -0.28299 -0.05913 -2.72546
H 0.12745 -1.56614 -1.89586
H -0.57539 -1.60531 -3.51950
H 1.30528 0.81419 -4.55036
H 0.80399 -0.61352 -5.46436
H 2.52155 -0.28024 -5.23522
H 4.64850 0.09461 3.67649
H 1.91741 -1.20260 3.27153
H 2.51047 -0.54868 4.81281
H 3.32042 -1.92969 4.06886
H 2.16144 1.22596 2.30336
H 3.77119 1.97871 2.33333
H 2.86323 1.78803 3.82741
C -1.78601 -3.68470 -1.17147
S -1.36520 -2.95041 0.42186
C -3.03464 -2.50296 0.95019
H -2.41858 -4.55934 -1.03318
H -0.86288 -3.99038 -1.65832
H -2.29377 -2.94862 -1.79305
H -3.55707 -2.00019 0.13847
H -2.95108 -1.80452 1.78049
H -3.58768 -3.38302 1.27322
N -0.56502 1.63390 3.92907
C -1.84703 1.81458 3.40761
C -2.69906 0.72523 3.22665
C -3.97514 0.90983 2.72024
C -4.42857 2.17768 2.38906
C -3.58480 3.26316 2.57870
C -2.30794 3.09082 3.08937
H 0.09417 2.36187 3.70676
H -0.17664 0.71058 3.81648
H -2.35503 -0.26436 3.50753
H -4.61842 0.05321 2.56955
H -5.41361 2.31453 1.97219
H -3.92482 4.25979 2.32570
H -1.65693 3.94451 3.23473
F -4.73184 5.01185 -2.18346
C -3.67450 5.01102 -1.35337
C -2.86992 3.89267 -1.22277
C -1.79189 4.03325 -0.36671
F -0.90039 3.02968 -0.22619
C -1.52848 5.18516 0.35129
F -0.47040 5.26242 1.16846
C -2.37348 6.27197 0.21180
F -2.14759 7.39398 0.89952
C -3.45262 6.18581 -0.65070
F -4.26816 7.23443 -0.79654
Ge -3.13621 2.20158 -2.23790
S -2.94083 0.35539 -1.20959
C -1.89859 2.36225 -3.78319
C -1.86067 1.30774 -4.68791
F -2.67306 0.25502 -4.53888
C -1.01552 1.27933 -5.78139
F -1.01896 0.24483 -6.62890
C -0.12891 2.32496 -5.97870
F 0.72113 2.29995 -7.01066
C -0.11420 3.37982 -5.08653
F 0.75029 4.38691 -5.26334
C -0.99683 3.38227 -4.01431
F -0.93204 4.45201 -3.19878
C -5.00173 2.33961 -2.90181
C -5.99885 2.39899 -1.94405
F -5.66869 2.49656 -0.64554
C -7.34718 2.37871 -2.24785
F -8.27401 2.44094 -1.28629
C -7.73634 2.29618 -3.57429
F -9.03393 2.27938 -3.89480
C -6.77340 2.24966 -4.56526
F -7.14481 2.19202 -5.84958
C -5.43129 2.27647 -4.21507
F -4.56081 2.27493 -5.23564

Energy = -7244.8113 hartree
HOMO level = -0.28213 Eh
Kohn-Sham gap = 7.91 eV

***

A cluster of 4 separate species, C3H13NO3 in total, computed with ωB97M-V/def2-TZVPD.

Element x y z (Å)
C -1.56625 2.19892 0.09750
C -0.30154 1.62261 0.79729
C 1.74037 1.02165 -0.16522
N 0.49672 0.77628 -0.13342
H -2.41730 1.67601 0.53231
H -1.67332 3.26724 0.31792
H -1.65314 2.25252 -0.99556
H -0.35146 0.98685 1.67370
H 0.33449 2.47690 1.07928
H 2.26771 1.98781 -0.12036
H 2.44662 0.17399 -0.09266
H 0.09723 -1.81613 1.93605
H 1.49635 -1.17496 1.91334
O 0.82588 -1.56076 2.49415
H -0.97415 -1.06219 -1.55600
H -1.45549 0.28290 -1.56773
O -1.09089 -0.34066 -2.18690
H 0.25035 -1.92816 -0.85937
H -0.32888 -3.27889 -1.53553
O 0.17594 -2.89640 -0.79538

Structure (SMILES) = C=NCC.O.O.O
Energy = -402.4837 hartree
HOMO level = -0.35067 Eh
Kohn-Sham gap = 9.96 eV

***

A cluster of 2 separate species, C2H5N3 in total, computed with ωB97M-V/def2-TZVPD.

Element x y z (Å)
C -1.22619 -1.57879 -0.17165
C 0.85419 1.61883 -0.08702
N -0.68948 -1.09305 0.86531
N 0.94292 0.75477 -0.90764
N -0.15271 -0.87461 1.84527
H -2.01815 -2.20834 -0.05788
H -1.13207 -1.13969 -1.05421
H -0.12759 2.07821 0.00544
H 1.62502 2.06626 0.60633
H 1.92405 0.37640 -1.04395

Energy = -243.3488 hartree
HOMO level = -0.31097 Eh
Kohn-Sham gap = 9.56 eV

***

A cluster of 2 separate species, H4NPS2 in total, computed with ωB97M-V/def2-TZVPD.

Element x y z (Å)
N -2.78743 -1.26180 1.47623
P -1.26347 -1.29450 1.58592
S 2.52265 1.77471 -0.96850
S -0.81807 -0.72307 -0.38471
H -3.51923 -1.65930 2.08692
H 2.00664 1.96389 -2.14876
H 3.52933 2.51467 -1.47620
H 0.32958 -1.31460 -0.17090

Structure (SMILES) = [H]/N=P/S.S
Energy = -1194.8476 hartree
HOMO level = -0.33617 Eh
Kohn-Sham gap = 9.02 eV

***

A structure of composition C44H40BrN2O2PRu, computed with ωB97M-V/def2-TZVPD.

Element x y z (Å)
Ru 1.48508 -0.07528 -0.17308
Br 4.05671 -2.02721 1.68293
C 2.83622 -3.41430 1.27220
C 3.16023 -4.61227 1.84515
C 2.40899 -5.76815 1.58138
C 1.35900 -5.68869 0.72469
C 0.99227 -4.45693 0.12920
C -0.12100 -4.46852 -0.74489
C -0.56042 -3.32388 -1.32133
C 0.11456 -2.12300 -1.03578
C 1.20784 -2.03340 -0.20003
C 1.71099 -3.24770 0.40461
H 4.01953 -4.66779 2.49869
H 2.68034 -6.70434 2.05052
H 0.77439 -6.56800 0.48336
H -0.60818 -5.41589 -0.94239
H -1.40437 -3.32250 -1.99819
H -0.28033 -1.22520 -1.49469
N 1.70057 0.13810 1.88274
C 2.28000 1.37143 2.34945
C 1.65640 2.07387 3.36980
C 2.19982 3.26051 3.83612
C 3.37359 3.74382 3.27881
C 3.99114 3.03902 2.25804
C 3.46207 1.84347 1.77698
C 4.12634 1.09071 0.68296
C 5.51395 1.03269 0.64080
C 6.17468 0.35578 -0.37643
C 5.44259 -0.24481 -1.38326
C 4.05223 -0.18290 -1.35937
C 3.36440 0.46390 -0.32135
H 0.80375 -0.04158 2.31942
H 2.32422 -0.65095 2.06663
H 0.75724 1.67646 3.82191
H 1.70962 3.79894 4.63647
H 3.80988 4.66580 3.63882
H 4.89154 3.43143 1.80313
H 6.08904 1.49495 1.43411
H 7.25572 0.30343 -0.37417
H 5.94561 -0.77435 -2.18259
H 3.49863 -0.65215 -2.15729
O -0.74117 0.44247 0.70678
P -2.24162 0.62771 0.68672
C -3.12654 -0.74994 -0.05426
C -3.21040 -1.92582 0.69571
C -3.82513 -3.04904 0.16999
C -4.35450 -3.01168 -1.11309
C -4.25610 -1.85630 -1.87493
C -3.64106 -0.72841 -1.34888
C -2.68681 2.15526 -0.15077
C -3.98668 2.43923 -0.56740
C -4.26931 3.65093 -1.17825
C -3.26183 4.59018 -1.35889
C -1.97243 4.32439 -0.92035
C -1.68405 3.10810 -0.31985
C -2.88566 0.79572 2.35683
C -4.16429 0.37857 2.72006
C -4.62973 0.61089 4.00638
C -3.82652 1.26371 4.93025
C -2.55961 1.70091 4.56670
C -2.09496 1.47155 3.28279
H -2.80063 -1.95926 1.69832
H -3.88849 -3.95383 0.75980
H -4.84334 -3.88721 -1.52094
H -4.67069 -1.82810 -2.87450
H -3.58544 0.17497 -1.94232
H -4.78548 1.72574 -0.40195
H -5.27650 3.86545 -1.51080
H -3.48633 5.53673 -1.83292
H -1.19192 5.06391 -1.04264
H -0.67802 2.89215 0.02095
H -4.79822 -0.13188 2.00568
H -5.62073 0.27991 4.28747
H -4.19002 1.43639 5.93491
H -1.93976 2.22421 5.28342
H -1.12017 1.83137 2.98268
C 0.00189 0.75293 -5.55256
N 0.91990 0.43411 -4.46444
C 2.26554 -0.05984 -4.75574
C 0.56171 0.52848 -3.18161
C -0.80344 1.04639 -2.85829
O 1.39469 0.20846 -2.30812
H 0.49072 0.52238 -6.49350
H -0.26446 1.81096 -5.55680
H -0.91074 0.15928 -5.49302
H 2.44865 0.03590 -5.82124
H 2.36627 -1.10555 -4.46179
H 3.00509 0.52133 -4.20759
H -0.92687 2.06486 -3.23101
H -0.93495 1.04968 -1.78309
H -1.57474 0.42715 -3.31799

Energy = -4970.7836 hartree
Spin multiplicity = 2
HOMO level (alpha / beta) = -0.36133 / -0.36748 Eh
Total charge = +1
Kohn-Sham gap (alpha / beta) = 7.62 / 7.34 eV